1.
The following is a DFT calculation (ωB97M-V with the def2-TZVPD basis set) of one molecule with the formula C2H5N3O2 at a distorted geometry.

- Strongest force on any atom: 0.085 Eh/bohr
- Total energy: -393.66230 hartree
- HOMO level (alpha / beta): -8.91 / -8.91 eV
- ΔE to the lowest compared entry with this formula, charge and spin: 224.0 kcal per mole

Element x y z (Å)
C 0.7506 0.3668 -0.7721
C 0.7194 -0.7782 0.3259
N 0.1137 1.4965 -0.2461
N -0.6602 -0.7673 0.8885
N -1.4166 0.1817 0.4779
O -1.0846 -1.7894 1.4743
O -2.5674 0.5389 0.5178
H 1.8685 0.6496 -0.8236
H 0.2265 0.2894 -1.7118
H 1.0036 -1.7962 -0.0858
H 1.4173 -0.3190 0.9665
H -0.3707 1.9273 -1.0115

For reference, the Mulliken charges in units of e are: atom 1 (C): -0.3900, atom 2 (C): -0.4339, atom 3 (N): -0.4857, atom 4 (N): 0.8071, atom 5 (N): 0.1839, atom 6 (O): -0.6767, atom 7 (O): -0.5142, atom 8 (H): 0.2324, atom 9 (H): 0.4034, atom 10 (H): 0.3029, atom 11 (H): 0.2947, atom 12 (H): 0.2761


2.
The following is a DFT calculation (ωB97M-V with the def2-TZVPD basis set) of an isolated ion of composition C5H7ClOP and charge +1 at a distorted geometry.

- Strongest force on any atom: 0.106 Eh/bohr
- Total energy: -1071.18017 hartree
- Total charge: +1
- HOMO level: -14.73 eV
- ΔE to the lowest compared entry with this formula, charge and spin: 0.0 kcal per mole

Element x y z (Å)
C -0.5722 -0.1806 1.2568
C -0.4124 -1.4193 0.8058
C 0.5886 -1.6778 -2.4498
C -0.1006 1.0547 0.5278
C 0.9356 0.6235 -0.5373
O 0.0745 -0.9392 -3.1654
P 0.9521 -1.1811 -0.6580
Cl 2.7188 -1.8675 -0.1013
H -1.2232 -0.0032 2.1621
H -0.5512 -2.4422 1.1575
H 1.0243 -2.7897 -2.5439
H -0.7587 1.6627 -0.0796
H 0.3614 1.6517 1.1781
H 0.7728 1.1898 -1.3897
H 1.8815 1.1349 -0.2960

For reference, the Mulliken charges in units of e are: atom 1 (C): -0.2151, atom 2 (C): -0.3386, atom 3 (C): 0.1431, atom 4 (C): -0.6832, atom 5 (C): -0.7353, atom 6 (O): -0.2426, atom 7 (P): 0.5070, atom 8 (Cl): -0.1305, atom 9 (H): 0.3509, atom 10 (H): 0.4196, atom 11 (H): 0.2593, atom 12 (H): 0.3149, atom 13 (H): 0.3841, atom 14 (H): 0.5361, atom 15 (H): 0.4302


3.
The following is a DFT calculation (ωB97M-V with the def2-TZVPD basis set) of a 15-piece molecular cluster, C87H189N15O21 overall at a distorted geometry.

- Strongest force on any atom: 0.109 Eh/bohr
- Total energy: -5828.55267 hartree
- HOMO level: -8.10 eV

Element x y z (Å)
C -7.0196 -2.3102 -0.3422
N -5.7034 -3.0503 -0.2248
O -5.7541 -4.2853 -0.2669
O -4.6436 -2.5026 0.0024
H -7.0440 -1.4745 0.3088
H -7.7627 -3.0401 -0.0422
H -7.0607 -1.9327 -1.3368
C -0.2104 1.1598 4.3842
N -0.9094 2.1702 5.2244
O -1.2068 1.7668 6.3555
O -1.1561 3.2872 4.7998
H 0.8287 1.0145 4.7236
H -0.2301 1.5684 3.3672
H -0.7699 0.2348 4.5689
C -2.7414 -4.8176 -0.8337
N -2.0991 -3.6666 -1.5221
O -1.9451 -2.6309 -0.9278
O -1.7899 -3.8453 -2.6898
H -1.9011 -5.5593 -0.8083
H -3.5568 -5.1802 -1.5448
H -3.1903 -4.5138 0.0921
C 5.4087 5.7549 -0.4182
N 4.3883 5.2337 0.5828
O 4.7272 4.2604 1.2512
O 3.3314 5.8310 0.6606
H 5.3231 5.0068 -1.1920
H 6.3657 5.7488 0.0932
H 5.0026 6.7489 -0.6626
C -4.4638 3.5751 -1.1113
N -5.2981 4.3908 -0.1768
O -6.4972 4.1201 -0.1646
O -4.7490 5.2105 0.5460
H -4.2184 4.2547 -1.9509
H -5.0282 2.7150 -1.3982
H -3.4694 3.4239 -0.6142
C -8.4786 2.4245 -2.3954
N -8.4056 1.1218 -1.6234
O -9.2640 0.9902 -0.7451
O -7.5916 0.2972 -1.9973
H -9.2793 2.3010 -3.1076
H -7.5309 2.5862 -2.8979
H -8.7210 3.2773 -1.7485
C 4.4834 3.2876 -3.4018
C 3.5684 2.5521 -4.5249
C 4.0561 2.8251 -5.9749
C 5.4390 2.0703 -6.3143
C 5.1763 0.6134 -6.0950
C 4.6680 0.3224 -4.6291
N 3.4864 1.0939 -4.3470
O 3.1372 0.7777 -2.9512
C 4.3870 -1.2251 -4.5162
C 5.9153 0.5213 -3.7160
C 2.1663 3.1619 -4.4341
H 5.5612 3.3605 -3.6876
H 4.3117 2.6931 -2.4662
H 4.1467 4.3690 -3.1968
H 3.3083 2.5177 -6.7424
H 4.1571 3.9381 -6.0356
H 6.2877 2.4467 -5.7204
H 5.7057 2.3172 -7.3602
H 6.0122 -0.0528 -6.1899
H 4.3921 0.2320 -6.8014
H 4.2410 -1.5151 -3.4886
H 3.4889 -1.4911 -5.0906
H 5.1267 -1.8376 -5.0248
H 5.5998 0.4426 -2.6508
H 6.5834 -0.3438 -3.8512
H 6.3305 1.5663 -3.8057
H 2.2330 4.2444 -4.4319
H 1.7775 2.8646 -3.4735
H 1.6548 2.7637 -5.3523
H 2.1706 0.6989 -2.9409
C -1.3932 0.4162 -0.5655
C -0.9013 0.5936 0.8827
C 0.4041 -0.1722 1.0527
C 1.6654 0.4317 0.3916
C 1.7727 1.9808 0.6897
C 0.4071 2.8145 0.5149
N -0.6490 2.0213 1.2565
O -1.8895 2.7178 1.2176
C 0.3646 4.1118 1.1874
C 0.2649 2.9622 -0.9956
C -2.0696 -0.0394 1.7404
H -1.9782 -0.4530 -0.7450
H -0.6088 0.5448 -1.3221
H -2.0829 1.2361 -0.8580
H 0.5886 -0.2868 2.1227
H 0.1818 -1.2107 0.6529
H 1.6834 0.3202 -0.7090
H 2.6100 -0.0436 0.6711
H 2.6009 2.4464 0.0877
H 2.0667 2.2125 1.7182
H 0.1670 4.0018 2.2847
H 1.3407 4.6657 1.1387
H -0.4063 4.7918 0.7926
H 0.9306 3.8105 -1.2832
H 0.4658 2.0149 -1.5516
H -0.7797 3.2384 -1.3646
H -1.8586 0.0905 2.8197
H -2.1185 -1.0892 1.5833
H -2.9197 0.5153 1.3902
H -2.0263 3.0584 2.0929
C 8.7331 -2.9943 0.7138
C 8.1354 -2.1966 -0.4601
C 6.5923 -2.1960 -0.4158
C 6.0374 -1.3685 0.6966
C 6.5290 0.0180 0.4624
C 8.0345 0.2078 0.3860
N 8.6028 -0.7682 -0.5954
O 10.0355 -0.7531 -0.5919
C 8.2902 1.5351 -0.2922
C 8.7033 0.1585 1.7634
C 8.5073 -2.8552 -1.7830
H 8.6537 -4.0569 0.5555
H 8.2481 -2.7839 1.6433
H 9.8016 -2.8368 0.7790
H 6.1601 -1.9872 -1.4279
H 6.3013 -3.2210 -0.1923
H 6.3465 -1.8769 1.6164
H 4.9808 -1.4309 0.8514
H 6.1587 0.7465 1.1183
H 6.1200 0.2097 -0.5280
H 7.9192 1.7153 -1.3092
H 7.7893 2.2642 0.2915
H 9.3378 1.7909 -0.2487
H 9.7577 -0.0423 1.4785
H 8.4736 1.0484 2.3592
H 8.3981 -0.6712 2.3906
H 8.0434 -3.8736 -1.8648
H 9.5985 -2.8965 -1.9598
H 8.0343 -2.2835 -2.5702
H 10.2242 -0.4157 -1.5251
C -6.6608 -1.6149 3.6662
C -7.2576 -0.4754 4.5616
C -6.2843 0.2977 5.4515
C -5.3318 1.2001 4.6752
C -6.0397 2.2614 3.8057
C -7.1601 1.6144 2.8954
N -7.9489 0.6330 3.7903
O -8.8593 0.0193 2.8733
C -8.1422 2.7211 2.5026
C -6.6095 1.0131 1.6077
C -8.2989 -1.2149 5.4032
H -7.5045 -1.8323 2.9926
H -6.4138 -2.5244 4.2273
H -5.8139 -1.2994 3.1194
H -6.8801 0.8280 6.1937
H -5.7665 -0.5847 5.9946
H -4.7263 0.5891 4.0298
H -4.5493 1.7351 5.2912
H -5.3174 2.7980 3.1577
H -6.5511 3.0243 4.4991
H -8.8492 2.3511 1.6947
H -8.7743 3.0197 3.3713
H -7.5823 3.5835 2.1488
H -7.3328 0.4989 1.0345
H -6.4289 1.8106 0.9342
H -5.8123 0.2879 1.8193
H -7.8017 -1.7972 6.2007
H -8.7119 -1.9594 4.7618
H -9.1079 -0.6963 5.9907
H -9.7127 0.4270 3.0818
C -4.6370 -1.0102 -3.1782
C -3.9451 -0.0686 -4.2096
C -4.0163 1.3937 -3.7714
C -3.0937 2.2084 -4.5544
C -1.6379 1.7342 -4.2955
C -1.4411 0.2805 -4.7447
N -2.4731 -0.4828 -4.1208
O -2.3424 -1.8483 -4.6133
C -1.4037 0.0932 -6.2644
C -0.1020 -0.2926 -4.0393
C -4.3910 -0.3178 -5.6799
H -4.4930 -2.0499 -3.3656
H -5.6656 -0.7544 -3.1357
H -4.1980 -0.7786 -2.1535
H -5.0992 1.6256 -3.9012
H -3.8717 1.4074 -2.6848
H -3.1503 3.2186 -4.2326
H -3.3527 2.1157 -5.6344
H -1.3749 1.7802 -3.2271
H -1.0089 2.4193 -4.7583
H -1.5551 -0.9322 -6.5115
H -2.1655 0.7371 -6.7048
H -0.4159 0.3681 -6.5897
H -0.2044 -0.0617 -3.0148
H 0.2238 -1.2909 -4.3383
H 0.7658 0.3744 -4.3909
H -5.4539 -0.5326 -5.6905
H -3.9762 -1.2707 -6.0937
H -4.2848 0.5652 -6.2804
H -2.3616 -2.2770 -3.7368
C 3.6988 -1.0792 3.3214
C 3.8290 -1.6424 4.7191
C 5.0208 -2.4971 4.9255
C 6.3463 -1.7669 5.0993
C 6.2434 -0.7236 6.2162
C 5.0773 0.2102 6.0224
N 3.8773 -0.6812 5.8838
O 2.7246 0.1705 5.8682
C 4.8321 0.9275 7.3711
C 5.2249 1.2296 4.8645
C 2.5825 -2.4086 4.9592
H 2.9467 -0.2353 3.3261
H 3.2834 -1.9390 2.6462
H 4.6033 -0.6180 2.8849
H 4.8843 -3.1056 5.8690
H 4.9579 -3.1807 4.0914
H 6.6056 -1.1962 4.1750
H 7.0783 -2.5089 5.3733
H 7.1735 -0.2059 6.2934
H 6.0513 -1.3020 7.0934
H 4.0818 1.6638 7.2180
H 4.5568 0.1843 8.0726
H 5.7950 1.4527 7.6763
H 5.7051 0.8527 4.0098
H 4.2611 1.6570 4.5799
H 5.9250 2.0045 5.1197
H 2.5719 -3.3632 4.4089
H 1.7271 -1.8287 4.7395
H 2.5340 -2.7317 6.0253
H 2.1973 -0.2028 6.5358
C -3.8868 -5.1659 5.0576
C -3.4226 -5.0201 3.5809
C -2.0048 -5.7350 3.4345
C -2.2281 -7.2883 3.4345
C -3.1993 -7.7089 2.2908
C -4.5434 -7.0440 2.3065
N -4.2697 -5.5518 2.5098
O -5.5399 -4.7825 2.5438
C -5.1210 -7.2099 0.9428
C -5.5363 -7.6317 3.3636
C -3.2547 -3.5190 3.3320
H -3.8330 -6.1858 5.4570
H -4.8634 -4.7635 5.2814
H -3.1557 -4.6273 5.6517
H -1.7690 -5.3170 2.4293
H -1.3599 -5.3877 4.3132
H -2.7117 -7.6501 4.3624
H -1.2716 -7.7933 3.2239
H -3.4434 -8.8188 2.3945
H -2.6986 -7.3946 1.3557
H -6.1328 -6.8417 0.8485
H -4.4481 -6.7113 0.2023
H -5.0570 -8.2853 0.7465
H -5.2247 -7.3182 4.3153
H -6.5127 -7.2214 3.1135
H -5.6326 -8.7166 3.2259
H -2.9551 -3.2227 2.3192
H -2.3864 -3.1962 3.9631
H -4.1258 -2.8894 3.5689
H -5.7704 -4.7230 1.5497
C -2.6099 7.5489 -0.4441
C -2.0195 7.9392 -1.8088
C -0.6436 8.5715 -1.6812
C 0.3095 8.4549 -2.8849
C 0.3046 7.0253 -3.4311
C -1.1537 6.5964 -3.7650
N -1.9377 6.6366 -2.5535
O -3.2173 6.2611 -3.0103
C -1.5856 7.4805 -4.9858
C -0.9637 5.1603 -4.2654
C -3.0210 8.9453 -2.3788
H -1.8623 6.9917 0.1487
H -3.3879 6.8522 -0.5885
H -2.9257 8.3978 0.2529
H -0.6967 9.5714 -1.3153
H -0.1256 8.0563 -0.8857
H 1.3255 8.7654 -2.6232
H -0.0309 9.0923 -3.6916
H 0.6131 6.2885 -2.6871
H 0.8068 7.0791 -4.3966
H -0.9769 7.2808 -5.8859
H -2.5763 7.1701 -5.3887
H -1.6263 8.5601 -4.7498
H -0.8823 4.4709 -3.4077
H -1.8644 4.8253 -4.7911
H -0.0782 5.2045 -4.9242
H -4.0331 8.4970 -2.3887
H -2.7229 9.3874 -3.3277
H -2.9795 9.8238 -1.6994
H -3.5398 6.8412 -3.6759
C 3.0337 -4.9349 1.8376
C 2.3797 -4.8650 0.5013
C 1.6628 -3.4904 0.3514
C 1.2348 -3.2761 -1.0780
C 2.4871 -3.3622 -1.9667
C 3.2347 -4.6955 -1.8638
N 3.4076 -4.9007 -0.4146
O 4.3732 -5.9955 -0.2831
C 2.4341 -5.8471 -2.5417
C 4.4963 -4.4903 -2.6229
C 1.3515 -5.9936 0.4324
H 2.1843 -4.7729 2.5574
H 3.6866 -4.0396 1.9395
H 3.6214 -5.8607 2.0502
H 0.7975 -3.4818 1.0222
H 2.3591 -2.7051 0.7084
H 0.7008 -2.4206 -1.3205
H 0.6255 -4.1622 -1.3315
H 3.0708 -2.5654 -1.6755
H 2.3363 -3.3124 -3.0753
H 2.5946 -6.8061 -2.1109
H 1.3481 -5.7027 -2.5627
H 2.7635 -6.0329 -3.6081
H 4.2740 -4.2114 -3.6220
H 5.2138 -3.9138 -2.0931
H 5.0245 -5.4290 -2.6405
H 0.5241 -5.8820 -0.2550
H 0.8963 -6.0982 1.4296
H 1.7781 -6.9999 0.3279
H 3.8851 -6.7792 -0.4621

Results of the Mulliken charge analysis, in e, for atoms 1 through 99: atom 1 (C): -0.8858, atom 2 (N): 0.9631, atom 3 (O): -0.6288, atom 4 (O): -0.1826, atom 5 (H): 0.1481, atom 6 (H): 0.3411, atom 7 (H): 0.3492, atom 8 (C): -0.1377, atom 9 (N): 1.1147, atom 10 (O): -0.6658, atom 11 (O): -0.6022, atom 12 (H): 0.0875, atom 13 (H): 0.0556, atom 14 (H): 0.1511, atom 15 (C): -0.9294, atom 16 (N): 0.9936, atom 17 (O): 0.3859, atom 18 (O): -0.7827, atom 19 (H): 0.1993, atom 20 (H): 0.4091, atom 21 (H): 0.0937, atom 22 (C): -0.5122, atom 23 (N): 1.0111, atom 24 (O): -0.4876, atom 25 (O): -0.5970, atom 26 (H): 0.0063, atom 27 (H): 0.2770, atom 28 (H): 0.3187, atom 29 (C): -0.3383, atom 30 (N): 1.1954, atom 31 (O): -0.6033, atom 32 (O): -0.6119, atom 33 (H): -0.0152, atom 34 (H): 0.3439, atom 35 (H): -0.0548, atom 36 (C): -0.6837, atom 37 (N): 0.9178, atom 38 (O): -0.5524, atom 39 (O): -0.4794, atom 40 (H): 0.3384, atom 41 (H): 0.1191, atom 42 (H): 0.2927, atom 43 (C): -1.7402, atom 44 (C): 1.9459, atom 45 (C): -1.3589, atom 46 (C): -0.5915, atom 47 (C): -1.4821, atom 48 (C): 1.5324, atom 49 (N): 0.1661, atom 50 (O): 1.5549, atom 51 (C): -2.0377, atom 52 (C): -1.0787, atom 53 (C): -1.5927, atom 54 (H): 0.3626, atom 55 (H): 0.2198, atom 56 (H): 0.3499, atom 57 (H): 0.3935, atom 58 (H): 0.3642, atom 59 (H): 0.3147, atom 60 (H): 0.4376, atom 61 (H): 0.4744, atom 62 (H): 0.3758, atom 63 (H): 0.0822, atom 64 (H): 0.4493, atom 65 (H): 0.5457, atom 66 (H): -0.3263, atom 67 (H): 0.3697, atom 68 (H): 0.2170, atom 69 (H): 0.9281, atom 70 (H): -0.5241, atom 71 (H): 0.3614, atom 72 (H): -0.7482, atom 73 (C): 0.1287, atom 74 (C): 2.9607, atom 75 (C): 0.5422, atom 76 (C): 2.0652, atom 77 (C): -1.9136, atom 78 (C): 2.4343, atom 79 (N): 0.5360, atom 80 (O): 0.1874, atom 81 (C): -1.6135, atom 82 (C): 0.3947, atom 83 (C): -1.2131, atom 84 (H): 0.0768, atom 85 (H): -1.0344, atom 86 (H): -0.9727, atom 87 (H): -0.1584, atom 88 (H): -1.4581, atom 89 (H): -1.1145, atom 90 (H): -0.0259, atom 91 (H): -0.0454, atom 92 (H): 0.3293, atom 93 (H): 0.2988, atom 94 (H): 0.1960, atom 95 (H): 0.1591, atom 96 (H): 0.8197, atom 97 (H): -1.0154, atom 98 (H): -1.0007, atom 99 (H): -0.2068


- Which formula does entry 1 have?
  C2H5N3O2


Repeat the first record exactly.
The following is a DFT calculation (ωB97M-V with the def2-TZVPD basis set) of one molecule with the formula C2H5N3O2 at a distorted geometry.

- Strongest force on any atom: 0.085 Eh/bohr
- Total energy: -393.66230 hartree
- HOMO level (alpha / beta): -8.91 / -8.91 eV
- ΔE to the lowest compared entry with this formula, charge and spin: 224.0 kcal per mole

Element x y z (Å)
C 0.7506 0.3668 -0.7721
C 0.7194 -0.7782 0.3259
N 0.1137 1.4965 -0.2461
N -0.6602 -0.7673 0.8885
N -1.4166 0.1817 0.4779
O -1.0846 -1.7894 1.4743
O -2.5674 0.5389 0.5178
H 1.8685 0.6496 -0.8236
H 0.2265 0.2894 -1.7118
H 1.0036 -1.7962 -0.0858
H 1.4173 -0.3190 0.9665
H -0.3707 1.9273 -1.0115

For reference, the Mulliken charges in units of e are: atom 1 (C): -0.3900, atom 2 (C): -0.4339, atom 3 (N): -0.4857, atom 4 (N): 0.8071, atom 5 (N): 0.1839, atom 6 (O): -0.6767, atom 7 (O): -0.5142, atom 8 (H): 0.2324, atom 9 (H): 0.4034, atom 10 (H): 0.3029, atom 11 (H): 0.2947, atom 12 (H): 0.2761


- Which of these has the highest strongest force on any atom?
  C87H189N15O21


- Look up the strongest force on any atom of the third one.
  0.109 Eh/bohr